(1)
Formula: C39H62BIrN10O4PSe3
Source: the OMol25 dataset
Level of theory: ωB97M-V/def2-TZVPD

Geometry as XYZ:
```
121
C39H62BIrN10O4PSe3 ωB97M-V/def2-TZVPD
Ir 0.08 0.34 -0.86
C -0.67 3.57 -3.47
C 0.14 2.92 -2.54
N -0.39 1.74 -2.23
N -1.52 1.58 -2.97
C -1.71 2.69 -3.70
B -2.35 0.27 -2.89
N -2.86 0.15 -1.44
C -4.09 0.20 -0.89
C -3.96 0.26 0.48
C -2.59 0.27 0.71
N -1.93 0.20 -0.45
N -1.33 -0.90 -3.10
C -1.35 -1.89 -4.00
C -0.16 -2.60 -3.91
C 0.55 -1.95 -2.90
N -0.17 -0.94 -2.42
N -3.39 0.19 -3.95
C -3.27 0.45 -5.29
C -4.40 -0.02 -5.91
C -5.16 -0.58 -4.86
N -4.56 -0.47 -3.70
H -0.52 4.53 -3.91
H 1.06 3.23 -2.10
H -2.57 2.78 -4.34
H -4.96 0.15 -1.53
H -4.75 0.31 1.21
H -2.03 0.32 1.63
H -2.20 -2.02 -4.66
H 0.15 -3.43 -4.51
H 1.53 -2.15 -2.51
H -2.40 0.92 -5.70
H -4.64 0.03 -6.95
H -6.13 -1.06 -4.92
C 4.02 -3.08 2.60
Se 2.78 -1.84 1.82
C 3.30 -2.04 -0.06
C 3.72 -0.79 -0.82
Se 2.51 0.71 -1.29
C 2.78 0.61 -3.21
H 3.91 -4.04 2.09
H 3.80 -3.16 3.66
H 5.02 -2.67 2.45
H 2.45 -2.56 -0.50
H 4.15 -2.72 -0.03
H 4.07 -1.15 -1.79
H 4.57 -0.31 -0.34
H 3.83 0.82 -3.40
H 2.17 1.40 -3.65
H 2.49 -0.35 -3.61
C -0.80 -3.68 4.12
C -1.60 -2.50 3.60
C -2.93 -2.90 3.00
C -1.74 -1.41 4.64
O -0.79 -1.82 2.49
P 0.00 -2.38 1.32
O 1.42 -2.99 1.87
O 0.51 -1.27 0.45
O -0.76 -3.54 0.71
C -0.54 -4.89 0.01
C -1.63 -4.92 -1.03
C 0.85 -4.92 -0.60
C -0.71 -5.93 1.09
H -1.34 -4.11 4.96
H 0.18 -3.37 4.48
H -0.70 -4.46 3.36
H -3.55 -3.34 3.77
H -2.80 -3.63 2.20
H -3.45 -2.03 2.60
H -2.36 -1.78 5.46
H -2.23 -0.54 4.21
H -0.77 -1.12 5.04
H -1.57 -4.05 -1.68
H -2.61 -4.95 -0.56
H -1.52 -5.82 -1.64
H 1.02 -4.02 -1.19
H 0.91 -5.77 -1.28
H 1.62 -5.04 0.15
H -1.70 -5.88 1.54
H 0.06 -5.84 1.86
H -0.60 -6.92 0.63
C 2.94 3.59 4.89
C 2.16 2.61 5.75
C 1.32 1.60 4.96
C -0.04 2.09 4.47
N 0.01 3.17 3.49
C 0.25 3.06 2.17
Se 0.59 1.33 1.47
N 0.18 4.28 1.62
C 0.38 4.62 0.21
C 1.84 4.70 -0.22
C 2.66 5.86 0.34
C 3.19 5.66 1.76
C -0.15 5.21 2.60
C -0.34 6.59 2.54
C -0.64 7.22 3.73
C -0.73 6.51 4.94
C -0.53 5.15 5.00
C -0.24 4.51 3.79
H 3.61 4.19 5.50
H 2.29 4.28 4.36
H 3.55 3.06 4.15
H 1.51 3.15 6.46
H 2.86 2.05 6.38
H 1.10 0.73 5.60
H 1.90 1.22 4.11
H -0.62 2.47 5.31
H -0.60 1.27 4.02
H -0.12 5.58 0.06
H -0.18 3.88 -0.37
H 1.83 4.79 -1.31
H 2.34 3.75 0.01
H 2.07 6.78 0.28
H 3.51 6.02 -0.32
H 2.40 5.63 2.50
H 3.86 6.47 2.03
H 3.75 4.72 1.83
H -0.26 7.15 1.62
H -0.81 8.29 3.73
H -0.97 7.05 5.85
H -0.60 4.62 5.93
```

Values from the calculation:
ΔE to the lowest compared entry with this formula, charge and spin, kcal/mol: 0.0
Kohn-Sham gap, eV: 6.54
E_HOMO, eV: -14.88
Spin multiplicity: 1
Lowest unoccupied orbital energy, Ha: -0.30651
Total charge: +3

---

(2)
Formula: C39H62GdN5O5Sb2
Source: the OMol25 dataset
Level of theory: ωB97M-V/def2-TZVPD

Geometry as XYZ:
```
114
C39H62GdN5O5Sb2 ωB97M-V/def2-TZVPD
Gd -0.13 -0.28 0.59
O 3.88 -2.51 0.11
C 2.86 -1.88 0.69
O 1.69 -2.09 0.34
C 3.22 -0.88 1.68
C 4.48 -0.79 2.30
C 4.64 0.25 3.22
C 3.65 1.23 3.29
C 2.51 1.10 2.58
N 2.33 0.06 1.75
C 1.45 2.12 2.30
O 1.54 3.30 2.85
O 0.41 1.84 1.70
H 3.65 -2.45 -0.94
H 5.28 -1.45 2.11
H 5.52 0.31 3.81
H 3.83 2.07 3.95
H 2.36 3.45 3.35
C -1.26 5.08 0.50
Sb -1.74 3.57 -0.93
C -1.13 4.79 -2.57
C -3.76 3.89 -1.06
C -4.57 2.60 -0.98
C -5.10 2.10 -2.19
C -5.90 0.95 -2.23
C -6.16 0.30 -1.01
C -5.62 0.75 0.18
C -4.84 1.91 0.19
C -4.24 2.22 1.57
Sb -2.76 0.80 2.18
C -3.89 -0.73 3.07
C -2.00 1.73 3.92
H -1.52 6.00 -0.03
H -0.21 5.11 0.79
H -1.88 5.06 1.36
H -1.89 5.60 -2.64
H -0.97 4.29 -3.51
H -0.23 5.25 -2.23
H -4.00 4.31 -2.05
H -4.26 4.50 -0.31
H -4.91 2.63 -3.15
H -6.28 0.60 -3.19
H -6.76 -0.61 -0.92
H -5.94 0.36 1.15
H -5.12 2.25 2.28
H -3.82 3.23 1.63
H -4.44 -0.38 3.88
H -3.21 -1.54 3.37
H -4.52 -1.06 2.27
H -2.82 1.87 4.68
H -1.52 2.67 3.69
H -1.23 1.01 4.26
N -1.00 -2.71 0.06
C -2.39 -3.12 -0.31
C -2.65 -3.25 -1.83
C -2.29 -2.09 -2.69
C -2.90 -0.77 -2.21
N -1.89 0.10 -1.54
H -0.34 -3.23 -0.56
H -0.70 -3.06 0.98
H -3.07 -2.42 0.15
H -2.68 -4.09 0.17
H -3.72 -3.47 -1.87
H -2.13 -4.13 -2.15
H -2.50 -2.44 -3.72
H -1.18 -2.09 -2.66
H -3.72 -0.90 -1.46
H -3.43 -0.36 -3.10
H -2.41 0.88 -1.13
H -1.31 0.51 -2.29
C 2.94 2.05 -1.73
C 1.59 1.50 -2.11
O 1.24 0.27 -1.43
H 3.65 1.24 -1.87
H 3.18 2.93 -2.30
H 2.95 2.39 -0.70
H 1.61 1.27 -3.15
H 0.78 2.19 -1.89
H 1.82 -0.48 -1.60
C 3.93 -0.21 -5.92
C 4.64 -1.42 -5.31
N 4.33 -1.59 -3.90
C 5.21 -1.01 -2.87
C 6.14 -2.09 -2.38
C 3.20 -2.18 -3.51
C 2.34 -2.92 -4.48
N 2.82 -2.13 -2.22
H 3.89 -0.36 -7.01
H 4.40 0.71 -5.69
H 2.90 -0.23 -5.50
H 5.73 -1.45 -5.37
H 4.29 -2.33 -5.79
H 4.62 -0.69 -2.00
H 5.76 -0.13 -3.22
H 6.71 -1.80 -1.44
H 6.81 -2.54 -3.09
H 5.48 -2.86 -1.94
H 2.86 -3.86 -4.71
H 2.10 -2.45 -5.41
H 1.38 -3.31 -4.11
H 1.91 -2.58 -2.09
C -0.12 -1.28 2.76
C -0.22 -1.58 3.96
C -0.31 -1.81 5.34
C 0.66 -2.45 6.09
C 0.57 -2.43 7.49
C -0.58 -1.93 8.08
C -1.62 -1.42 7.35
C -1.46 -1.33 6.00
H 1.56 -2.86 5.64
H 1.27 -2.96 8.05
H -0.62 -1.92 9.19
H -2.51 -1.00 7.87
H -2.24 -0.82 5.40
```

Values from the calculation:
Kohn-Sham gap (spin up / spin down), eV: 5.73 / 6.61
E_HOMO (spin up / spin down), eV: -12.26 / -12.31
Spin multiplicity: 8
Lowest unoccupied orbital energy (spin up / spin down), Ha: -0.23980 / -0.20959
Total charge: +2